(1)
The following is a quantum chemistry calculation of a cluster of 7 separate species, C18H53N3O10 in total, from the Open Molecules 2025 dataset.

CARTESIAN COORDINATES (ANGSTROEM)
O 0.79 0.30 -0.32
H -3.22 4.35 -0.05
C 0.50 3.75 -1.47
H 2.26 1.55 3.63
H 3.31 0.54 1.09
H 2.29 0.76 -4.39
H -3.74 3.31 -1.33
H 1.03 2.97 2.07
H -1.65 -0.66 1.25
H -3.06 -2.78 1.60
H -2.27 0.61 1.72
O -5.25 -3.68 0.63
H 2.59 -1.13 2.99
O -2.26 0.38 -1.91
H 3.75 4.33 0.60
O 2.03 -2.18 -0.11
H -0.65 -1.57 -3.82
H 0.56 1.00 -0.97
C 4.36 -0.46 3.96
H -7.01 -4.27 1.54
H 5.04 -2.78 6.23
H 2.45 2.51 -2.78
H -2.32 -4.26 2.06
H 0.97 0.24 -3.44
H -7.13 -3.65 -0.11
H 2.22 2.62 0.80
H -1.33 1.41 -3.98
H -0.52 2.97 0.28
H 1.31 0.73 2.44
H -2.89 2.63 0.10
H -0.90 -4.32 -2.17
O -1.85 -2.49 -2.42
H 5.36 -0.13 3.76
C 3.54 -0.64 2.72
C -0.80 1.81 -4.88
H -4.27 -5.48 1.07
H -6.57 -5.24 0.12
C -1.47 -2.29 -3.74
C -1.24 -3.35 -0.29
H -2.34 0.60 -0.97
C -0.60 3.76 -0.48
H 0.32 0.59 0.50
H 1.68 -1.26 -0.19
H -3.21 -3.50 -0.69
H -1.41 1.53 -5.74
C -2.97 -3.83 1.29
N -2.53 -3.97 -0.10
H -0.45 -3.73 0.39
H -1.29 -2.27 0.02
N 3.38 0.65 2.09
H 2.95 -2.13 0.21
H 0.37 4.49 -2.23
H -1.20 -3.19 -4.27
H 1.21 3.22 -3.86
H 4.06 -1.41 2.07
H 3.90 0.31 4.57
H 2.25 5.12 1.24
O 4.45 -1.77 4.55
H 1.50 3.83 -1.07
H 3.87 5.42 2.03
H 5.13 -0.96 6.35
C -4.35 -4.45 1.38
N 0.51 2.44 -2.13
O 3.01 3.62 2.37
C -2.94 3.47 -0.62
H 0.17 -2.92 -1.92
O -1.74 3.62 -1.31
C 2.21 1.34 2.56
H -0.45 2.18 -2.37
O -1.56 0.31 1.15
C 1.46 2.35 -3.20
H -2.17 -0.59 -1.92
H -0.66 4.72 0.05
C 3.24 4.67 1.53
C 2.08 2.68 1.90
C -6.53 -4.25 0.56
H 6.30 -1.78 5.43
H -4.65 -4.57 2.45
H -0.77 2.89 -4.75
H -2.33 -1.86 -4.22
C 5.24 -1.83 5.75
C 1.30 1.08 -4.03
C -0.83 -3.29 -1.73
O 0.46 1.27 -5.12

Values from the calculation:
**Energy above the lowest of the compared OMol25 structures with the same formula, charge and spin**: 106.2 kJ/mol
**Gap between HOMO and LUMO**: 9.10 eV
**Charge**: 0

=====

(2)
The following is a quantum chemistry calculation of a structure of composition C51H52F2N7O2S3SiW, from the Open Molecules 2025 dataset.

CARTESIAN COORDINATES (ANGSTROEM)
H 5.30 0.39 -3.09
C 5.45 -1.31 -1.48
H -5.85 3.43 -0.87
N 0.57 1.25 -3.42
H 5.60 0.07 1.23
H -4.40 -5.89 4.50
N -2.34 -1.49 0.79
H 2.55 0.26 -5.95
C 1.20 -1.28 -2.23
H -4.99 -0.81 1.30
S 0.58 0.95 1.98
C 3.08 -1.92 0.14
N -0.66 -0.10 -0.81
C -4.44 -4.57 2.81
H -0.01 2.24 4.35
H 5.19 -1.68 -2.47
C 2.49 -2.91 -3.38
C -5.59 1.82 3.35
H 0.44 1.39 -6.56
H 4.02 0.79 1.55
O 2.44 -1.66 -2.68
C -3.94 -3.40 2.25
C -2.75 -3.15 -1.44
H -3.25 -5.06 -2.26
C 4.94 1.40 -3.00
C 4.75 0.58 0.77
H 3.17 1.58 -4.95
N -0.87 0.96 1.93
H -2.94 -1.85 -5.07
H 3.59 4.86 2.21
H -1.40 1.93 -2.85
N 0.24 1.41 -5.58
H -1.91 2.11 0.19
C -3.85 2.92 -0.30
Si 4.03 -0.47 -0.59
W 1.04 0.75 -1.16
C 4.02 4.02 -2.92
S -2.01 -0.65 -0.49
H 3.51 -2.13 1.12
N 3.04 0.68 -1.57
H -2.33 -0.31 -3.25
C -4.38 1.87 4.02
H 3.44 -1.04 5.47
C 5.64 2.41 -3.65
C -3.06 -4.02 -2.48
C -0.73 1.70 -3.66
C 1.13 1.10 -4.62
H -6.37 2.53 3.60
H 2.70 -3.33 4.95
S -2.29 -1.13 2.38
H 5.72 -2.18 -0.87
H -1.80 2.11 -5.56
H 1.68 -2.99 -4.10
H 5.73 4.51 -4.12
C -5.43 1.36 -1.24
C 2.24 -0.13 3.94
C 1.34 2.40 2.70
C 3.77 1.66 -2.27
H -6.41 1.14 -1.64
C -0.94 1.80 -4.99
H 2.41 -3.74 -2.67
H -6.77 0.82 1.85
C -3.14 -3.55 -3.78
C -5.11 2.64 -0.81
C 1.33 -0.36 2.92
H -3.39 -4.23 -4.58
F 0.04 2.36 -1.17
C -3.61 0.02 2.72
H -2.40 1.02 4.17
O 0.26 -2.00 -2.47
C 2.81 4.28 2.69
H 2.58 0.87 4.17
C 1.41 -2.72 3.34
H -4.73 -0.65 -1.50
C -3.37 0.97 3.70
C -4.48 0.35 -1.16
C 0.92 -1.65 2.61
C -4.83 -0.06 2.06
H 6.54 2.16 -4.19
H -3.61 3.91 0.04
C 2.52 0.70 -4.96
N 1.46 0.78 0.60
H 0.86 4.28 5.46
H -1.80 -2.49 4.73
H -2.72 -4.58 5.73
C 2.31 -2.50 4.38
C 2.28 4.69 3.90
H 3.62 5.02 -2.86
H 2.65 5.59 4.37
C -2.89 1.92 -0.23
C 2.34 3.13 2.08
H 2.75 2.79 1.13
H 2.91 -0.01 -4.23
H -5.17 -5.15 2.27
C -2.56 -1.35 -3.03
H 6.34 -0.68 -1.56
H -2.68 -3.50 -0.42
C -5.82 0.86 2.37
C 3.37 2.99 -2.28
C -3.00 -2.67 2.97
C 5.19 3.72 -3.61
H 3.46 -2.93 -3.88
C 1.27 3.96 4.51
C 2.73 -1.21 4.67
C -2.55 -3.08 4.21
H -4.21 2.62 4.78
C -2.89 -2.21 -4.06
C -2.50 -1.82 -1.73
H 5.12 1.54 0.38
C -3.22 0.64 -0.66
C -4.01 -4.98 4.07
H 3.24 -2.81 -0.49
H 0.26 -1.82 1.77
C -3.06 -4.24 4.76
H 2.02 -1.79 0.28
F 2.21 3.26 -1.62
H 1.10 -3.73 3.09
H -4.26 -3.08 1.27
C 0.79 2.81 3.90

Values from the calculation:
**Energy above the lowest of the compared OMol25 structures with the same formula, charge and spin**: 22.8 kJ/mol
**Gap between HOMO and LUMO**: 7.06 eV
**Charge**: +1

=====

(3)
The following is a quantum chemistry calculation of a structure of composition C14H32NO3P2V, from the Open Molecules 2025 dataset.

CARTESIAN COORDINATES (ANGSTROEM)
O -0.46 2.60 -1.79
H -4.64 -0.77 1.05
H -4.19 1.37 -0.63
H 3.06 -0.71 -2.16
H -1.84 -0.78 3.92
H 3.10 -1.78 1.70
C 0.92 -0.89 -2.32
P -2.45 -0.13 0.19
H 3.16 1.47 1.45
O 1.87 2.27 -2.53
C -0.96 -0.27 4.33
H 2.26 2.22 -3.42
H 2.35 0.20 3.37
H -3.06 -2.06 -1.13
H 1.32 1.37 4.24
H -0.25 2.85 -0.81
H -3.48 -0.54 -1.96
H -2.52 1.98 -0.98
C -3.17 1.48 -0.25
C 0.21 -0.26 3.34
H -3.35 -1.93 1.50
C 3.33 1.12 0.42
H -3.18 2.09 0.67
H 0.92 2.33 -2.48
C 0.92 -1.33 -3.64
C 2.15 -0.27 -1.77
H -0.30 -1.90 -5.30
C -3.59 -0.87 1.37
H 3.10 1.94 -0.27
H 2.59 -2.64 0.25
H 4.13 -1.73 0.24
P 2.22 -0.26 0.04
N -0.22 -0.85 -1.59
H 0.40 -1.29 3.03
H -0.17 2.58 0.24
C -1.39 -1.15 -2.18
H 2.12 0.78 -2.09
C -2.68 -1.05 -1.38
H -0.67 -0.79 5.25
H 4.37 0.81 0.30
C 1.47 0.31 4.01
C -1.45 -1.53 -3.51
H 1.87 -1.37 -4.16
H -3.46 -0.36 2.33
O -0.12 0.50 2.22
C -0.28 -1.62 -4.24
H -0.70 3.34 -2.35
H 1.65 -0.23 4.95
V -0.14 -0.06 0.45
H -1.25 0.76 4.59
C 3.10 -1.74 0.61
H -0.17 -1.48 0.85
H -2.43 -1.73 -3.95

Values from the calculation:
**Energy above the lowest of the compared OMol25 structures with the same formula, charge and spin**: 2.7 kJ/mol
**Spin multiplicity**: 2
**Gap between HOMO and LUMO (alpha / beta)**: 5.82 / 6.49 eV
**Charge**: +1

=====

Copy entry 3 word for word.
The following is a quantum chemistry calculation of a structure of composition C14H32NO3P2V, from the Open Molecules 2025 dataset.

CARTESIAN COORDINATES (ANGSTROEM)
O -0.46 2.60 -1.79
H -4.64 -0.77 1.05
H -4.19 1.37 -0.63
H 3.06 -0.71 -2.16
H -1.84 -0.78 3.92
H 3.10 -1.78 1.70
C 0.92 -0.89 -2.32
P -2.45 -0.13 0.19
H 3.16 1.47 1.45
O 1.87 2.27 -2.53
C -0.96 -0.27 4.33
H 2.26 2.22 -3.42
H 2.35 0.20 3.37
H -3.06 -2.06 -1.13
H 1.32 1.37 4.24
H -0.25 2.85 -0.81
H -3.48 -0.54 -1.96
H -2.52 1.98 -0.98
C -3.17 1.48 -0.25
C 0.21 -0.26 3.34
H -3.35 -1.93 1.50
C 3.33 1.12 0.42
H -3.18 2.09 0.67
H 0.92 2.33 -2.48
C 0.92 -1.33 -3.64
C 2.15 -0.27 -1.77
H -0.30 -1.90 -5.30
C -3.59 -0.87 1.37
H 3.10 1.94 -0.27
H 2.59 -2.64 0.25
H 4.13 -1.73 0.24
P 2.22 -0.26 0.04
N -0.22 -0.85 -1.59
H 0.40 -1.29 3.03
H -0.17 2.58 0.24
C -1.39 -1.15 -2.18
H 2.12 0.78 -2.09
C -2.68 -1.05 -1.38
H -0.67 -0.79 5.25
H 4.37 0.81 0.30
C 1.47 0.31 4.01
C -1.45 -1.53 -3.51
H 1.87 -1.37 -4.16
H -3.46 -0.36 2.33
O -0.12 0.50 2.22
C -0.28 -1.62 -4.24
H -0.70 3.34 -2.35
H 1.65 -0.23 4.95
V -0.14 -0.06 0.45
H -1.25 0.76 4.59
C 3.10 -1.74 0.61
H -0.17 -1.48 0.85
H -2.43 -1.73 -3.95

Values from the calculation:
**Energy above the lowest of the compared OMol25 structures with the same formula, charge and spin**: 2.7 kJ/mol
**Spin multiplicity**: 2
**Gap between HOMO and LUMO (alpha / beta)**: 5.82 / 6.49 eV
**Charge**: +1